(1)
# C21H53ClIN15O33P2S

14 unconnected molecules or ions with the total composition C21H53ClIN15O33P2S (ωB97M-V/def2-TZVPD, the OMol25 dataset).

HOMO energy in eV: -7.62
DFT total energy in hartree: -5973.71589

Structure (XYZ):
```
127
Properties=species:S:1:pos:R:3:forces:R:3
C 4.442 2.240 0.059 -0.18 0.36 -0.30
C 3.861 0.955 -0.463 -0.07 -0.36 0.30
C 4.808 0.146 -1.308 0.66 -0.40 0.64
N 2.719 0.435 -0.193 -0.19 0.56 -1.91
C 1.480 1.166 -0.127 0.96 -1.27 1.66
P 0.836 1.009 1.695 -0.93 0.76 0.30
O 0.226 -0.490 1.748 0.53 0.11 -0.32
Cl 2.619 0.856 2.727 0.02 -0.05 -0.14
O 1.576 2.590 -0.244 -0.29 0.15 -0.30
S 1.704 3.371 -1.661 0.03 0.12 -0.57
O 2.381 2.522 -2.619 -0.01 -0.05 0.29
O 0.133 3.357 -2.139 0.36 0.02 0.77
C -0.814 2.702 -1.287 -0.65 -0.15 -0.71
C -0.785 1.189 -1.485 -0.87 0.03 0.75
C -1.990 0.637 -0.685 0.16 -0.08 0.01
O -3.211 0.917 -1.397 0.01 0.35 -0.06
N -3.972 1.866 -0.725 0.46 0.14 0.19
O -4.719 2.401 -1.447 -0.30 -0.19 -0.17
C 0.495 0.433 -1.069 -0.53 0.18 -0.71
P 1.453 -0.537 -2.412 1.34 0.12 0.02
O 0.837 -2.047 -2.269 -0.30 0.66 0.48
I 0.588 0.214 -4.607 -0.39 0.07 -0.17
H 3.705 2.986 0.341 0.11 -0.09 0.09
H 5.182 2.654 -0.633 -0.35 -0.11 0.27
H 4.978 1.947 0.970 -0.01 -0.01 -0.05
H 4.941 -0.864 -0.906 -0.21 0.01 0.00
H 5.786 0.620 -1.347 -0.03 -0.10 0.03
H 4.428 0.056 -2.327 -0.21 0.11 0.08
H 0.815 -1.146 1.324 0.04 -0.42 0.26
H -0.772 3.033 -0.248 0.39 -0.09 -0.01
H -1.787 3.029 -1.662 0.13 0.15 -0.03
H -1.061 1.026 -2.530 0.44 -0.13 0.01
H -1.937 -0.447 -0.599 0.05 0.14 0.16
H -2.036 1.102 0.305 -0.14 -0.17 0.02
H 0.142 -0.401 -0.455 0.16 -0.10 -0.13
H -0.073 -2.004 -1.938 -0.17 -0.45 -0.33
C -7.566 1.817 -0.785 -0.04 0.17 -0.14
N -8.726 1.669 0.130 0.10 -0.09 -0.11
O -9.680 2.405 -0.015 0.07 0.02 -0.05
O -8.640 0.810 0.985 -0.08 -0.02 0.11
H -7.775 2.614 -1.488 -0.04 0.03 0.04
H -6.704 2.056 -0.171 0.01 -0.08 0.02
H -7.429 0.867 -1.293 0.05 -0.04 0.09
C -7.406 4.427 2.447 -0.11 0.12 -0.08
N -6.179 4.290 1.610 -0.07 0.03 0.07
O -6.113 4.943 0.591 0.00 0.00 -0.06
O -5.328 3.523 2.008 -0.01 -0.05 -0.02
H -8.072 5.136 1.968 0.02 0.00 -0.03
H -7.863 3.444 2.518 0.05 -0.03 0.08
H -7.093 4.777 3.426 0.02 -0.09 0.03
C -3.928 -2.223 -3.509 -0.08 -0.14 -0.09
N -2.546 -2.341 -2.976 -0.11 0.09 -0.12
O -2.076 -3.443 -2.820 0.04 -0.04 0.09
O -1.971 -1.295 -2.724 0.02 -0.28 0.04
H -4.311 -3.221 -3.683 0.04 -0.02 0.02
H -4.516 -1.695 -2.764 0.04 0.08 -0.03
H -3.870 -1.651 -4.430 0.01 0.09 0.05
C 5.270 0.187 6.114 -0.11 0.00 0.19
N 5.506 1.426 5.323 -0.05 -0.06 0.02
O 5.138 2.479 5.798 0.03 0.05 0.01
O 6.054 1.291 4.250 0.03 0.02 -0.06
H 4.775 0.456 7.040 -0.04 0.06 -0.03
H 4.645 -0.469 5.516 0.09 -0.03 -0.07
H 6.239 -0.266 6.303 0.00 -0.07 -0.12
C 8.272 2.449 -3.684 0.20 -0.04 -0.06
N 7.597 2.269 -2.374 -0.04 -0.02 -0.05
O 8.211 1.730 -1.480 0.03 -0.01 0.06
O 6.452 2.668 -2.289 0.24 0.15 -0.28
H 9.275 2.046 -3.616 -0.01 -0.03 0.03
H 7.684 1.910 -4.419 -0.05 0.01 0.03
H 8.289 3.514 -3.898 -0.09 0.00 -0.01
C 3.140 -4.252 -0.131 0.01 0.19 -0.01
N 2.783 -3.036 0.645 0.16 -0.10 -0.09
O 3.668 -2.376 1.131 0.00 0.06 0.06
O 1.592 -2.787 0.729 -0.23 0.17 0.10
H 4.218 -4.353 -0.127 -0.01 0.01 0.06
H 2.662 -5.098 0.353 -0.06 -0.01 -0.07
H 2.755 -4.117 -1.137 -0.12 0.06 0.22
C -9.308 -2.596 0.589 -0.12 0.13 -0.15
N -9.265 -3.055 -0.826 -0.03 0.05 0.04
O -10.300 -3.414 -1.344 -0.02 -0.02 -0.03
O -8.181 -3.038 -1.376 0.05 0.04 -0.04
H -10.328 -2.663 0.943 -0.02 -0.07 -0.06
H -8.650 -3.239 1.157 0.11 0.00 -0.04
H -8.953 -1.569 0.601 0.09 -0.03 0.02
C -12.271 3.181 1.443 -0.25 -0.11 0.07
N -12.410 3.937 2.717 -0.03 -0.01 -0.06
O -13.358 3.691 3.430 -0.02 0.00 0.04
O -11.547 4.758 2.960 0.06 0.02 0.02
H -13.102 2.491 1.362 -0.04 0.04 0.05
H -12.277 3.903 0.633 0.12 0.02 0.01
H -11.325 2.657 1.479 0.06 0.06 -0.05
C 7.703 1.991 -7.719 -0.07 -0.15 0.01
N 9.038 2.151 -7.078 -0.06 -0.04 -0.06
O 9.486 1.205 -6.463 0.03 -0.01 0.05
O 9.587 3.223 -7.211 0.01 0.06 0.03
H 7.342 0.991 -7.513 0.04 -0.01 0.03
H 7.046 2.745 -7.294 0.03 0.06 -0.06
H 7.835 2.153 -8.785 0.00 0.09 0.01
C 6.891 0.490 10.077 0.15 -0.08 0.02
N 5.767 -0.352 9.581 0.10 0.03 0.09
O 6.005 -1.509 9.305 -0.03 -0.02 -0.07
O 4.686 0.187 9.482 -0.05 0.00 -0.02
H 7.785 -0.122 10.112 -0.02 -0.04 -0.01
H 7.005 1.319 9.385 -0.08 0.05 0.04
H 6.618 0.846 11.065 -0.05 0.08 -0.04
C -8.699 -3.018 5.217 -0.15 0.02 0.07
N -8.620 -3.487 3.807 -0.04 -0.02 0.13
O -9.650 -3.818 3.257 -0.02 -0.05 0.16
O -7.520 -3.509 3.298 0.04 -0.01 -0.04
H -9.736 -3.055 5.531 -0.01 -0.02 -0.04
H -8.081 -3.681 5.814 0.08 0.04 -0.02
H -8.313 -2.004 5.243 0.09 -0.03 0.00
C 7.229 -2.740 -2.149 0.06 0.06 0.11
N 6.932 -1.946 -3.374 -0.02 -0.04 0.20
O 7.204 -0.770 -3.356 0.05 0.17 -0.15
O 6.427 -2.538 -4.307 -0.02 -0.05 -0.06
H 7.667 -2.078 -1.411 -0.02 0.04 -0.02
H 6.288 -3.154 -1.796 0.00 -0.04 -0.04
H 7.919 -3.530 -2.432 -0.06 -0.04 -0.03
C 5.462 -5.831 -3.931 0.18 -0.01 -0.09
N 4.749 -5.943 -2.631 0.18 -0.08 -0.16
O 5.324 -6.489 -1.711 -0.03 0.06 0.07
O 3.635 -5.469 -2.574 -0.01 -0.19 -0.21
H 6.437 -6.292 -3.825 -0.02 -0.03 0.06
H 4.866 -6.340 -4.681 -0.08 0.06 0.02
H 5.551 -4.772 -4.163 -0.08 0.01 -0.03
```
Positions in Å, forces in eV/Å.

***

(2)
# C21H53NNbO8S

A molecular structure, C21H53NNbO8S (ωB97M-V/def2-TZVPD, the OMol25 dataset).

ΔE to the lowest compared entry with this formula, charge and spin in kcal/mol: 54.1
HOMO energy in eV: -4.94
DFT total energy in hartree: -1943.28772
Total charge: -1

Structure (XYZ):
```
85
Properties=species:S:1:pos:R:3:forces:R:3
C 4.465 -3.633 -1.963 0.56 -0.40 0.39
C 4.916 -2.057 -1.939 0.81 -0.07 -0.26
C 4.199 -1.109 -3.068 0.65 -0.49 -0.62
C 2.568 -1.251 -3.163 1.60 0.65 -1.20
Nb 1.457 -1.014 -1.187 -1.04 -0.69 -2.41
N -0.393 -1.800 -1.950 1.90 -8.62 -5.60
C -0.184 -2.904 -2.777 -1.35 6.95 1.52
S -0.043 -3.788 -4.263 -0.38 1.75 4.16
H 4.933 -4.126 -0.982 -1.26 0.95 -2.02
H 3.295 -3.785 -1.978 2.50 0.38 0.15
H 4.944 -4.254 -2.862 -1.05 1.60 1.71
H 4.818 -1.598 -0.845 -0.17 -1.05 -2.40
H 6.084 -2.041 -2.176 -2.33 -0.01 0.50
H 4.629 -1.434 -4.131 -0.62 0.63 2.15
H 4.586 -0.010 -2.888 -1.06 -2.07 -0.28
H 2.340 -2.234 -3.757 0.30 1.70 1.12
H 2.200 -0.357 -3.862 0.57 -1.74 1.36
H 0.853 0.660 -1.675 0.02 0.51 0.65
H 0.585 -0.750 0.417 0.33 0.14 0.33
H 2.034 -2.628 -0.571 0.19 -0.11 0.87
H 2.890 -0.193 -0.434 -0.29 -0.05 -0.04
C 3.864 -3.919 2.192 0.01 0.21 -0.19
O 3.831 -2.534 2.524 -0.27 -0.37 0.46
C 2.647 -2.174 3.242 0.51 0.37 0.04
C 2.911 -2.085 4.748 -0.32 -0.43 -0.31
O 3.244 -3.365 5.297 0.45 0.22 -0.11
C 4.648 -3.537 5.460 -0.31 -0.12 0.11
H 4.892 -4.184 1.934 -0.06 0.13 -0.01
H 3.542 -4.552 3.024 -0.01 0.07 0.04
H 3.224 -4.101 1.324 -0.01 -0.06 -0.02
H 1.832 -2.874 3.024 0.10 0.05 0.08
H 2.343 -1.185 2.881 -0.03 -0.11 -0.04
H 1.994 -1.754 5.246 0.01 0.00 -0.03
H 3.696 -1.351 4.972 -0.01 -0.11 -0.12
H 4.977 -3.017 6.365 0.14 0.03 0.00
H 5.215 -3.170 4.603 -0.07 0.05 -0.05
H 4.850 -4.605 5.574 -0.12 0.10 0.03
C -5.206 0.845 1.332 -0.15 -0.16 -0.15
O -5.326 -0.216 0.390 0.29 0.23 0.25
C -4.089 -0.502 -0.270 -0.21 -0.55 0.08
C -3.389 -1.713 0.353 0.43 0.49 0.00
O -2.982 -1.446 1.699 -0.68 -0.13 -0.01
C -3.893 -1.976 2.656 0.40 0.10 -0.08
H -6.069 0.807 2.002 0.02 -0.04 -0.14
H -4.297 0.763 1.934 -0.01 -0.04 -0.09
H -5.211 1.803 0.804 0.06 0.11 0.07
H -3.435 0.378 -0.267 0.01 -0.14 0.10
H -4.330 -0.735 -1.313 0.05 0.00 0.05
H -2.480 -1.925 -0.219 -0.04 0.06 0.01
H -4.026 -2.607 0.310 -0.07 0.17 0.02
H -3.716 -3.050 2.773 -0.11 -0.05 0.06
H -4.934 -1.805 2.379 -0.03 0.01 -0.08
H -3.706 -1.483 3.614 0.09 -0.04 -0.12
C 2.959 4.401 3.556 -0.18 0.14 -0.10
O 2.431 5.082 2.421 0.37 -0.33 0.04
C 3.186 4.825 1.233 -0.63 0.01 -0.14
C 2.514 3.758 0.363 0.43 -0.51 0.36
O 2.500 2.484 1.017 -0.18 0.83 0.12
C 1.248 2.206 1.636 0.00 -0.26 -0.18
H 2.190 4.384 4.332 0.04 0.09 -0.13
H 3.241 3.370 3.326 -0.03 0.07 -0.07
H 3.830 4.943 3.934 0.10 -0.05 0.08
H 4.216 4.543 1.480 -0.11 -0.10 0.00
H 3.222 5.764 0.669 0.01 -0.02 0.01
H 3.096 3.637 -0.556 -0.01 0.01 0.00
H 1.498 4.058 0.078 0.11 0.04 0.12
H 0.533 1.871 0.877 0.00 -0.06 0.11
H 0.842 3.071 2.162 0.08 0.15 0.02
H 1.396 1.400 2.359 0.05 0.02 -0.22
C -6.657 1.027 -3.419 0.06 -0.13 -0.12
O -6.463 1.608 -4.705 -0.09 0.46 0.33
C -6.825 2.992 -4.738 0.51 -0.27 -0.36
C -5.593 3.895 -4.622 -0.24 -0.04 0.61
O -4.962 3.757 -3.345 -0.17 -0.23 -0.54
C -3.834 2.889 -3.387 0.12 0.12 0.21
H -6.090 0.094 -3.376 -0.08 0.12 -0.10
H -6.309 1.680 -2.613 -0.01 -0.01 -0.08
H -7.718 0.803 -3.276 -0.03 -0.01 0.13
H -7.558 3.221 -3.955 0.15 0.01 0.02
H -7.303 3.174 -5.707 0.02 0.02 0.03
H -5.914 4.938 -4.708 -0.02 -0.01 -0.02
H -4.878 3.698 -5.431 -0.13 -0.11 0.09
H -2.975 3.428 -3.799 0.05 -0.12 -0.01
H -4.021 1.993 -3.980 -0.06 0.03 -0.02
H -3.600 2.584 -2.364 -0.06 0.13 -0.11
```
Positions in Å, forces in eV/Å.